[1]
C28H42BrIrN3P2 | ωB97M-V/def2-TZVPD

Structure (XYZ):
```
77
Properties=species:S:1:pos:R:3:forces:R:3
Ir -0.60330 -0.41511 0.77660 -2.1522 2.1233 2.0449
Br 0.65427 5.49748 0.65825 -0.3000 0.4451 0.1446
P -1.86638 -1.57876 -0.53622 -1.9190 -2.6264 -2.4553
P 1.82828 1.58905 -2.71780 -0.3266 1.9161 0.3047
N -3.25389 0.40862 4.00312 0.7855 -0.1074 -0.9942
N -2.24482 0.20041 2.05044 -0.4304 -0.0402 0.6244
N 4.02322 -2.97564 5.36554 -3.0360 1.0665 -2.8735
C 1.30631 -1.46384 2.55698 0.6996 0.8740 0.0878
C 0.52625 3.73897 1.16486 -0.5921 -1.8489 0.2423
C 1.23193 1.90444 2.67479 -0.9126 0.4880 0.1057
C 4.37427 -2.80892 4.08315 1.7937 -0.5326 0.1376
C 2.08803 -2.18575 3.48426 0.9323 -0.6870 0.4519
C 1.30916 3.33060 -2.52357 0.1930 0.3003 -0.8638
C 4.39425 0.95441 -1.97024 0.1443 -0.1090 -0.1830
C -2.57191 -0.12707 -1.48270 0.2882 0.0727 0.6467
C 2.74459 -2.84391 5.73076 -0.0943 -0.5448 1.6925
C 1.72006 -2.52074 4.81826 0.8359 0.3833 -0.2860
C -3.75000 1.43772 3.18796 0.2803 -1.3515 -0.3027
C 3.00949 1.24785 -1.37024 0.3223 -0.7124 0.0799
C 0.23175 0.66621 -4.66446 0.1826 0.0116 -0.5795
C -0.85599 -2.68856 -1.57503 0.0510 0.2446 -0.4870
C 1.14039 0.97713 1.62924 -0.5849 0.9111 -0.0793
C 0.25792 0.78141 -3.12644 0.1881 -0.8887 0.3573
C -3.31270 -2.54479 0.04307 0.2304 0.0335 0.7212
C 1.06331 -0.45417 1.78975 1.6830 -2.3500 1.1839
C -2.33933 -0.30728 3.28358 -0.8698 1.0575 0.0792
C 0.47423 1.38528 0.41995 0.6668 1.4388 -0.6913
C 2.33854 4.39742 -2.90144 0.1896 0.2828 0.0112
C 3.43655 -2.49578 3.10574 -0.6329 0.4592 0.4574
C -3.16655 1.24078 1.96058 0.4587 0.2528 0.5903
C 0.02662 2.76481 0.29810 0.4835 -0.8231 -0.0129
C -4.35633 -2.95826 -0.98968 -0.3463 -0.1685 -0.6011
C -0.93674 -4.18079 -1.24122 -0.0257 -0.3607 0.1030
C -2.79820 -0.39953 -2.96266 0.0077 0.0687 -0.6344
C 0.91908 3.25993 2.44834 0.8397 -0.6861 -0.4372
H -0.06850 -4.67270 -1.69642 -0.2587 0.0326 0.1634
H 0.38915 3.46461 -3.11567 0.2802 -0.0887 0.1064
H 3.04567 2.13086 -0.71365 -0.2224 -0.1526 -0.2613
H 1.25842 0.53584 -5.04768 -0.4913 -0.0866 -0.0671
H 1.00468 3.99193 3.23518 0.1874 0.0252 0.2732
H -0.18782 1.56009 -5.14611 0.1395 -0.2182 0.2342
H 5.10619 0.71754 -1.17494 -0.1127 0.1192 -0.1075
H -3.50971 0.17404 -0.98333 0.3715 -0.2482 -0.0619
H 4.34164 0.09296 -2.64498 0.1140 0.1684 0.0938
H -1.15364 -2.48627 -2.60609 0.0868 -0.2123 -0.1374
H 0.75977 0.84353 -0.53591 -0.6005 0.7385 0.9742
H -3.28301 0.47873 -3.40994 -0.0068 -0.2324 0.1281
H -5.13829 -3.54612 -0.49664 0.1998 0.1481 0.0936
H 3.24924 4.31137 -2.29913 -0.0799 0.0082 -0.1177
H -3.49945 0.19013 4.96992 -0.0801 0.3079 -0.4059
H -4.51208 2.13927 3.49845 0.1316 -0.1550 0.0961
H -1.84822 0.69850 -1.34815 -0.4331 -0.0430 -0.1085
H -2.88085 -3.43758 0.51761 -0.1917 0.2099 0.0392
H -1.83495 -4.69227 -1.61833 0.2539 0.4048 0.0552
H -4.86622 -2.11499 -1.46138 0.1213 0.0442 0.1365
H 1.03605 3.45766 -1.46876 0.2707 -0.1686 -0.3407
H 1.41815 1.51881 3.67329 0.2401 0.3848 -0.0687
H -3.80924 -1.94919 0.82225 0.2249 -0.1246 -0.0485
H 2.61468 4.37985 -3.96383 -0.1353 -0.0792 0.3120
H 0.16532 -0.20352 -2.64374 0.1557 0.1874 -0.1861
H -0.53361 1.42817 -2.73314 0.1392 -0.0557 -0.1091
H -3.44165 -1.27029 -3.14332 0.2072 0.2542 0.0773
H -0.60854 3.02567 -0.54297 0.2990 0.1472 0.0007
H 5.43292 -2.92392 3.81646 -0.3420 -0.0758 0.1486
H -1.85514 -0.53113 -3.51092 -0.3972 -0.1565 0.2340
H -0.35800 -0.19903 -4.98963 0.1577 0.2357 0.0913
H 2.51409 -2.99349 6.80007 0.0694 -0.0056 -0.5274
H -3.29052 1.78582 1.03302 -0.0542 0.0191 0.3066
H 0.18928 -2.35382 -1.46579 -0.3446 -0.0291 -0.0794
H -0.90080 -4.35232 -0.15872 0.1508 -0.0386 -0.1809
H 2.67258 0.38068 -0.78703 0.1186 0.1189 -0.1276
H 3.73978 -2.38920 2.06192 0.1829 -0.0431 0.4969
H 4.76797 1.81590 -2.53192 0.0210 -0.1711 0.0916
H 0.68934 -2.45383 5.17051 0.4706 0.0194 0.0970
H -1.77596 -1.16287 3.64041 -0.2358 0.2602 0.1028
H 1.89887 5.37714 -2.68264 0.1595 -0.1589 -0.1091
H -3.97994 -3.60022 -1.78993 0.1995 0.1173 0.1068
```
Positions in Å, forces in eV/Å.

**Spin multiplicity**: 6
**Strongest force on any atom**: 4.3 eV Å⁻¹
**Kohn-Sham gap (spin up / spin down)**: 6.422 / 5.023 eV
**LUMO (spin up / spin down)**: -12.2 / -14.5 eV
**Molecular weight**: 754.73 g mol⁻¹
**Charge**: +4

---

[2]
C28H42F6FeO21P | ωB97M-V/def2-TZVPD

Structure (XYZ):
```
99
Properties=species:S:1:pos:R:3:forces:R:3
Fe 0.23304 -0.16523 0.87512 -0.4057 -0.5730 0.1820
P 1.65227 1.02681 3.80979 2.3367 2.4567 4.1611
F 0.83724 2.30649 3.24595 0.2578 -0.6160 -0.5997
F 2.47142 -0.22438 4.38530 -0.7916 -0.5726 0.3891
F 2.67299 2.05321 4.58645 -0.6904 -0.6819 -0.8043
F 0.64368 0.03746 2.96937 -1.8009 -1.0645 -1.6898
F 0.66605 0.99763 5.08649 0.0192 -0.4575 -0.8482
F 2.63406 0.90153 2.57062 0.2916 0.9882 -1.9866
O 0.70557 2.06997 0.52379 0.7760 -0.1036 -0.5235
O 2.85709 -3.47542 0.48902 -1.6965 0.2783 -2.2961
O -1.28398 -1.61032 1.49599 -0.6414 -0.7572 0.5779
O 4.22332 -0.80209 -0.20784 -1.4712 0.4313 0.5638
O 1.43521 -2.04495 1.58116 2.2783 -1.6188 -0.0971
O 3.31366 -2.98018 2.52616 -1.9860 0.7813 -0.0923
O -2.77326 1.44064 -1.60688 0.5226 -0.3290 1.7572
O -2.39096 -3.30820 2.54972 3.0781 -0.4306 -1.0384
O -2.72889 3.04088 1.87098 2.3738 -1.1452 -0.3122
O -3.74503 1.10755 1.88012 0.7835 -1.1377 0.0340
O 1.57443 4.18945 0.27889 -0.6298 -2.3177 0.2818
O 0.18056 -2.24745 -0.88864 -0.2466 -1.3967 -1.5962
O -0.68734 -2.08952 -2.93154 -1.3622 0.8086 -0.1193
O 0.30987 -3.96166 -2.38418 0.1476 -0.3487 0.9748
O -3.48542 -1.74110 1.64155 -2.2134 2.2654 -2.1032
O -0.46771 3.71456 -0.38659 -1.3802 -0.7423 -0.1547
O -1.36724 0.67913 -3.06341 2.4845 -1.5282 0.5226
O -1.51292 1.07944 1.53837 -2.5930 2.0275 0.2938
O -0.98886 0.20449 -0.91677 0.3957 0.1712 0.2310
O 2.02464 -0.22879 -0.31387 1.1393 0.8480 -0.2487
O 3.72010 1.15171 -1.00677 -3.0891 0.5632 -0.0849
C 5.11946 1.17352 -1.04059 0.4151 1.1093 0.1105
C 1.13524 5.38324 -0.32639 0.1472 1.0050 -2.2470
C 0.61971 3.21371 0.13161 1.0847 0.7185 1.4374
C -2.32492 1.24488 -3.83596 -2.8832 1.9971 -1.5279
C -0.52887 -2.10518 -5.33223 0.5713 -0.2355 0.1360
C -2.58410 1.70895 1.69566 1.9151 -0.9002 1.0201
C -4.78296 2.02624 2.16638 -0.0721 0.9390 -1.5090
C 1.99482 5.68377 -1.59838 0.2314 -0.1186 1.1817
C 2.44688 -2.80242 1.52754 -1.0183 2.2326 1.0654
C 5.45149 -0.08476 -0.32063 2.7931 -2.0541 -1.4108
C -0.31974 5.06998 -0.75188 0.3877 0.6880 -0.5875
C 4.63603 -4.82244 3.07778 0.4526 -1.0643 0.4979
C -3.86452 -4.20371 4.07401 -0.8525 -0.1147 -0.8486
C -3.69889 -3.79951 2.60917 -1.3817 0.2331 2.0874
C -3.76372 3.23336 -3.01459 0.0066 -1.3087 0.8028
C -4.46651 4.18485 0.74039 -0.4425 0.8293 -1.3802
C -0.05789 -2.74694 -1.98337 0.6622 1.3067 2.4056
C 3.92088 -4.34424 0.79311 0.4427 -0.8058 -1.5366
C 6.44624 -1.00664 -1.12382 -0.3754 1.4496 0.8215
C -2.32836 -2.17855 1.87252 3.5072 -0.0418 -0.2328
C 0.05644 -4.06455 -3.74609 -0.8179 -0.0656 -3.0678
C -0.93805 -2.90750 -4.07159 1.7377 0.1042 -1.3532
C 4.40421 -3.78508 2.05517 0.6872 0.6916 1.8456
C -4.45547 -2.55432 2.23584 -1.6727 -0.5907 1.3578
C 3.22472 0.04297 -0.49462 -0.1290 -0.5514 0.6717
C -3.41942 1.73926 -2.84134 0.3890 0.1286 -1.1377
C -4.07171 3.39548 1.94030 -2.5639 -0.1874 1.0203
C -1.64435 0.72779 -1.78252 -1.0911 0.8001 -0.0107
H 3.56442 -5.37431 0.79295 -0.3373 0.0297 0.6215
H 5.19371 -3.03869 1.96745 0.4204 -0.3825 -0.2673
H -5.10667 5.04564 0.93360 -0.0161 -0.0933 0.5079
H 7.37621 -0.44375 -1.20381 0.2809 -0.2261 0.2901
H -1.95696 -3.27950 -4.17903 -0.1726 0.3252 0.6338
H 1.53750 6.45264 -2.22112 0.0129 0.0417 0.1465
H -2.74717 0.58051 -4.58990 0.2678 -0.3844 0.2090
H -4.13005 3.39054 -4.02909 0.0309 0.0915 0.0696
H -5.32418 -2.79962 1.62489 0.2755 0.6247 -0.3739
H -3.99862 -4.62373 1.96192 1.0459 -0.1519 -0.3308
H 3.81019 -5.53091 3.01349 -0.1756 0.0790 0.3746
H 6.60041 -1.94903 -0.59825 0.0643 0.0695 -0.2356
H -1.05526 -1.18079 -5.56995 -0.6708 -0.3059 0.3554
H -0.43910 5.08892 -1.83515 0.2240 0.1993 -0.0742
H 5.86866 0.20893 0.64260 -0.3443 -0.7060 0.3050
H -4.90414 -4.50205 4.20923 0.0865 -0.6046 0.1408
H 5.51000 -5.42125 2.82145 0.2649 0.1508 0.1668
H -3.14526 -5.00808 4.22813 -0.3136 0.0198 0.5667
H -5.20431 1.91325 3.16527 0.2144 -0.2893 -0.1529
H 2.96688 6.02034 -1.23790 0.0303 0.2111 -0.2346
H 4.68282 -4.37976 0.01447 -0.1421 0.6712 -0.2254
H -0.35299 -4.99844 -4.13122 -0.2168 -0.3686 1.0643
H 0.95386 -3.98176 -4.35919 0.4329 0.4751 0.4215
H -2.88797 3.84647 -2.80186 -0.0246 0.0348 -0.1363
H 6.14426 -1.12200 -2.16479 -0.4530 -0.3146 0.1827
H -5.49064 1.85150 1.35598 -0.5440 0.1015 0.4981
H -3.58042 4.61618 0.27469 0.0994 -0.1364 -0.0370
H 1.27754 6.21634 0.36193 -0.3772 -0.2561 0.1972
H -1.98641 2.13043 -4.37384 0.6316 -0.1216 0.0101
H -3.75143 -3.35779 4.75204 0.5513 -0.0217 -0.1330
H 0.49871 -1.75388 -5.23855 0.2020 -0.2485 0.2779
H -4.77057 -2.05638 3.15283 -0.2814 0.2011 -0.1202
H 4.71799 -4.41723 4.08634 0.1102 -0.0717 -0.1425
H -1.10786 5.71418 -0.36200 0.1045 -0.3134 0.5639
H -5.02197 3.63828 -0.02173 0.2337 -0.4044 -0.0224
H 5.46264 2.01317 -0.43618 -0.1219 0.2080 -0.2650
H 2.19688 4.79936 -2.20261 -0.3770 -0.1733 0.0457
H -4.31215 1.11500 -2.87903 -0.0547 0.1072 -0.0425
H -4.55192 3.45020 -2.29360 -0.0023 0.3590 -0.1916
H -4.36418 3.98190 2.81131 1.1272 0.1774 0.2801
H -0.53474 -2.73301 -6.22324 -0.2423 -0.1239 0.0466
H 5.43208 1.33437 -2.07232 0.1390 -0.4722 0.0238
```
Positions in Å, forces in eV/Å.

**Spin multiplicity**: 6
**Strongest force on any atom**: 5.4 eV Å⁻¹
**Kohn-Sham gap (spin up / spin down)**: 11.464 / 6.627 eV
**LUMO (spin up / spin down)**: -3.9 / -8.8 eV
**Molecular weight**: 915.43 g mol⁻¹
**Charge**: +2